Here is C44H51GeINO8STi as an isolated structure from the Open Molecules 2025 dataset. Energies are from ωB97M-V/def2-TZVPD.

The geometry in XYZ format:
```
108
C44H51GeINO8STi (ωB97M-V/def2-TZVPD)
Ti -0.28832 -1.56920 -0.43008
O -2.75691 -4.22482 0.39136
S -1.70726 -3.80204 -0.49144
O -1.28405 -4.76213 -1.48495
O -0.45995 -3.34547 0.32734
O -1.98738 -2.45032 -1.12343
C 0.40801 0.26579 5.71612
C 1.10687 0.71790 4.44561
C 2.22339 1.71312 4.70931
O 0.15384 1.30313 3.57566
C 0.16846 0.67048 2.30392
C 0.98266 -0.61093 2.53090
O 1.63453 -0.41666 3.77424
C 2.03293 -0.94333 1.44435
O 1.33763 -1.14637 0.24566
C 3.01313 0.21158 1.27574
C 2.86648 1.10200 0.21909
C 3.74394 2.16627 0.06045
C 4.78621 2.34819 0.95650
C 4.94186 1.45984 2.01301
C 4.06161 0.40103 2.17081
C 2.78253 -2.23884 1.76496
C 2.30828 -3.17778 2.66972
C 2.99147 -4.37034 2.87388
C 4.15578 -4.63982 2.17646
C 4.63129 -3.71197 1.25877
C 3.94584 -2.52743 1.05467
C -1.26664 0.42656 1.78271
O -1.11785 -0.21432 0.55626
C -1.97622 1.75133 1.47642
C -1.44181 3.00417 1.74268
C -2.13261 4.15620 1.37549
C -3.35822 4.06380 0.74000
C -3.89605 2.80974 0.46851
C -3.21140 1.66676 0.83676
C -2.10040 -0.35176 2.79586
C -2.45522 -1.67176 2.57558
C -3.21596 -2.37228 3.50401
C -3.63651 -1.75117 4.66760
C -3.30647 -0.41731 4.88760
C -2.55228 0.27729 3.95815
H -0.08343 1.11238 6.19570
H 1.13692 -0.16063 6.40555
H -0.34182 -0.48554 5.47346
H 1.81213 2.59279 5.20390
H 2.68062 2.01430 3.76784
H 2.98601 1.26983 5.34942
H 0.66259 1.31462 1.56760
H 0.29799 -1.46881 2.59490
H 2.04837 0.95651 -0.47664
H 3.60877 2.85335 -0.76494
H 5.47172 3.17742 0.83590
H 5.75251 1.59243 2.71820
H 4.18845 -0.29245 2.99220
H 1.40157 -2.99777 3.22836
H 2.60190 -5.09094 3.58078
H 4.68758 -5.56875 2.33952
H 5.53108 -3.91725 0.69400
H 4.31681 -1.80801 0.33436
H -0.48618 3.09679 2.24002
H -1.70196 5.12711 1.58675
H -3.89207 4.96058 0.45100
H -4.84630 2.72441 -0.04256
H -3.61422 0.68888 0.60520
H -2.17422 -2.17325 1.66615
H -3.48143 -3.39840 3.28687
H -4.23083 -2.29171 5.39330
H -3.64693 0.08633 5.78442
H -2.31245 1.31866 4.13033
C -2.66336 4.32184 -4.33809
C -2.35715 3.29175 -3.26051
C -0.87929 2.92724 -3.20410
C -0.56001 1.90641 -2.11839
Ge -1.35374 0.05790 -2.21695
C -1.41030 -0.61609 -4.09814
C -2.21101 0.20293 -5.10286
C -2.30788 -0.44659 -6.48106
C -3.06834 0.41231 -7.48225
H -3.72386 4.57593 -4.36533
H -2.38795 3.94529 -5.32581
H -2.10315 5.24504 -4.17055
H -2.94713 2.38792 -3.43544
H -2.66238 3.66802 -2.27869
H -0.30377 3.84838 -3.04017
H -0.56480 2.54940 -4.18409
H -0.91373 2.28023 -1.14916
H 0.52613 1.80982 -2.01828
H -2.86449 0.30172 -1.95100
H -1.87799 -1.60060 -3.97939
H -0.40184 -0.80046 -4.48163
H -1.77728 1.20172 -5.22157
H -3.22521 0.35752 -4.71697
H -2.79324 -1.42165 -6.38306
H -1.29761 -0.64352 -6.85426
H -4.07944 0.61995 -7.12579
H -3.15088 -0.07103 -8.45670
H -2.57024 1.37335 -7.62739
I 3.38989 -5.53759 -2.07380
C 2.74573 -3.57732 -2.32326
C 3.61677 -2.57468 -2.72881
C 3.10963 -1.29888 -2.93399
C 1.77340 -1.06092 -2.66462
N 0.94023 -2.01788 -2.22823
C 1.41468 -3.26613 -2.11195
H 4.66527 -2.78674 -2.88796
H 3.74136 -0.49185 -3.27814
H 1.34606 -0.07279 -2.78086
H 0.68854 -4.03190 -1.85863
```

Calculated values
- LUMO energy: 1.96 eV
- Gap between HOMO and LUMO: 0.24086 Ha
- Total charge: -1
- E_HOMO: -4.59 eV

***

Here is C44H55B11Br6N4PSi2Ti as an isolated structure from the Open Molecules 2025 dataset. Energies are from ωB97M-V/def2-TZVPD.

The geometry in XYZ format:
```
124
C44H55B11Br6N4PSi2Ti (ωB97M-V/def2-TZVPD)
Ti 0.52690 0.29034 0.04927
N 2.84914 1.08835 0.39044
C 3.20555 2.41413 0.89804
C 4.54852 2.70012 1.12164
C 4.92138 3.93858 1.61317
C 3.94922 4.89467 1.89617
C 2.61318 4.59694 1.69077
C 2.22161 3.35655 1.17973
P 0.45934 2.90266 0.96139
C -0.21367 3.36221 2.60865
C 0.14864 2.56448 3.69945
C -0.23970 2.90150 4.98799
C -1.00476 4.04187 5.20718
C -1.36985 4.84330 4.13209
C -0.97776 4.50893 2.83614
C -0.23704 4.17979 -0.15822
C 0.50940 5.21673 -0.70908
C -0.09144 6.16704 -1.52981
C -1.45139 6.09027 -1.80950
C -2.20918 5.06105 -1.26119
C -1.60432 4.11524 -0.44340
H 3.00703 1.04935 -0.61224
H 3.50354 0.41928 0.75720
H 5.30506 1.94236 0.91599
H 5.97170 4.15555 1.78467
H 4.23489 5.86425 2.28653
H 1.85410 5.32441 1.95697
H 0.76408 1.68720 3.54847
H 0.05759 2.27337 5.82339
H -1.30846 4.30957 6.21385
H -1.96433 5.73894 4.29678
H -1.27531 5.14832 2.01419
H 1.57326 5.29501 -0.50976
H 0.50916 6.97078 -1.95271
H -1.91991 6.83249 -2.44963
H -3.27470 4.99391 -1.46605
H -2.19825 3.32203 -0.02486
Br 2.02160 -2.07249 0.02537
B 1.32189 -3.77861 0.81871
B 2.12877 -4.64362 2.12357
C 0.84023 -5.31168 3.01445
B 0.64787 -3.74172 2.45304
B -0.71895 -4.86538 2.49804
B -0.07930 -6.48112 2.19550
B 1.67777 -6.34612 1.97163
B 1.99896 -5.38247 0.52481
Br 3.58467 -5.68605 -0.54893
B 0.61366 -6.53773 0.57178
Br 0.61613 -8.14790 -0.49239
B -0.89445 -5.59878 0.89606
Br -2.62237 -6.10714 0.19290
B -0.41374 -3.90463 1.05885
Br -1.49251 -2.34899 0.57053
B 0.39398 -4.93976 -0.15780
Br 0.08226 -4.74074 -2.04926
H 3.14711 -4.32866 2.65380
H 0.99308 -5.45311 4.07199
H 0.66775 -2.81779 3.19107
H -1.59598 -4.68135 3.27892
H -0.50810 -7.42381 2.77526
H 2.38693 -7.18860 2.40463
C -2.60600 0.04918 -3.74362
Si -1.58126 -1.50901 -3.68913
C -1.51207 -2.23099 -5.39755
C -2.57876 -2.70114 -2.69276
C 0.21857 -1.05949 -3.15380
C 0.53274 0.39335 -3.10467
C 0.44532 1.09824 -4.31684
C 0.94047 2.37223 -4.43650
C 1.51693 2.96050 -3.32035
C 1.49964 2.26095 -2.14803
N 1.01228 1.00577 -1.98483
Si 1.86876 -1.87919 -3.70268
C 2.37183 -3.58670 -3.23638
C 3.27337 -0.77997 -3.12940
C 1.90285 -1.83833 -5.55945
H -3.66054 -0.25207 -3.85060
H -2.37268 0.72089 -4.57826
H -2.50776 0.62433 -2.81381
H -2.55400 -2.37262 -5.73442
H -1.02476 -3.22047 -5.38281
H -0.99623 -1.60205 -6.13798
H -3.60330 -2.59432 -3.09350
H -2.59751 -2.49949 -1.61579
H -2.26111 -3.74057 -2.83372
H 0.01964 0.58689 -5.17648
H 0.88970 2.90016 -5.38668
H 1.95236 3.95277 -3.35108
H 1.93364 2.72387 -1.28329
H 2.43550 -3.75732 -2.15327
H 3.38503 -3.68086 -3.66945
H 1.73536 -4.37543 -3.66745
H 3.29672 -0.71292 -2.02991
H 3.25357 0.23574 -3.55251
H 4.21168 -1.25774 -3.44438
H 1.13581 -2.50025 -5.98527
H 2.88827 -2.22447 -5.86456
H 1.78219 -0.83476 -5.99558
N 0.32508 -0.94814 6.24713
C 0.39120 -0.64026 4.93601
C 1.61853 -0.56501 4.25902
C 1.62675 -0.29301 2.92337
N 0.53077 -0.04002 2.18186
C -0.64424 -0.08345 2.85419
C -0.75743 -0.37136 4.18476
H 1.14952 -1.21525 6.75649
H -0.56171 -1.07036 6.70032
H 2.55767 -0.75083 4.77374
H 2.56720 -0.26439 2.41083
H -1.52289 0.14230 2.28337
H -1.74642 -0.39407 4.64215
C -1.43194 0.67048 -0.21140
C -2.63154 0.83204 -0.06182
C -4.05872 0.97546 0.06800
C -4.90825 0.13301 -0.66281
C -6.28370 0.26093 -0.53838
C -6.81939 1.22466 0.31220
C -5.97902 2.05919 1.04298
C -4.60235 1.93699 0.92415
H -4.47586 -0.61885 -1.31625
H -6.93981 -0.39406 -1.10216
H -7.89694 1.32072 0.41163
H -6.39901 2.80768 1.70790
H -3.94422 2.57747 1.50331
```

Calculated values
- LUMO energy (spin up / spin down): -4.55 / -4.73 eV
- Gap between HOMO and LUMO (spin up / spin down): 0.17305 / 0.16586 Ha
- Total charge: +1
- E_HOMO (spin up / spin down): -9.26 / -9.24 eV

***

Here is a 3-piece molecular cluster, C9H9NO2 overall from the Open Molecules 2025 dataset. Energies are from ωB97M-V/def2-TZVPD.

The geometry in XYZ format:
```
21
C9H9NO2 (ωB97M-V/def2-TZVPD)
C -3.38883 -1.23939 0.20832
C -2.65980 -1.11540 -0.92712
C -1.55553 -0.15692 -0.88739
N -1.24062 0.58058 0.11505
C -2.03475 0.45328 1.20366
C -3.01528 -0.48891 1.29885
H -4.19250 -2.01784 0.35783
H -2.92454 -1.66360 -1.89628
H -1.02583 0.01450 -1.83898
H -1.84929 1.28072 2.00538
H -3.61015 -0.60165 2.33515
C 2.58472 0.44246 -2.38237
C 1.70384 1.01611 -1.63723
C 2.52641 0.05482 -0.92688
H 3.07285 0.05565 -3.27661
H 0.79853 1.50960 -1.80068
H 2.14110 -0.83489 -0.70528
H 3.21829 0.29790 -0.09265
O 1.06935 2.50998 2.16749
C 1.33077 3.12777 1.23429
O 1.73796 3.76315 0.37466
```

Calculated values
- LUMO energy: 0.76 eV
- Gap between HOMO and LUMO: 0.36961 Ha
- E_HOMO: -9.30 eV
- SMILES: c1ccncc1.C1=CC1.O=C=O
- Energy relative to the best compared isomer or geometry (same formula, charge and spin): 96.4 kcal/mol